# 1
ORCA calculation (wB97M-V/def2-TZVPD) on 6 unconnected molecules or ions with the total composition C29H57F3N2O20S6.

Geometry as XYZ:
```
117
Properties=species:S:1:pos:R:3:forces:R:3:lowdin_charge:R:1
C -2.422 1.302 2.191 0.592 -0.308 0.223 -0.0908
O -2.448 2.131 1.001 -0.109 -1.585 0.430 -0.1779
C -2.551 1.224 -0.101 -0.347 0.525 0.201 -0.1130
C -1.137 0.731 -0.644 -1.051 0.454 -0.082 -0.2951
C 0.164 1.268 0.061 0.507 -0.345 0.237 -0.0556
C 0.954 2.357 -0.759 0.153 0.771 1.064 -0.0688
C 1.949 3.148 0.178 -0.525 0.635 -1.275 -0.1461
F 1.801 3.175 1.558 0.812 -1.272 -1.253 0.0303
C 2.991 3.831 -0.384 0.179 -0.418 1.003 -0.2120
F 4.294 3.564 -0.015 -1.590 1.760 -0.100 0.0793
F 2.859 4.787 -1.341 0.811 -2.195 0.363 0.1120
O -1.165 1.264 -2.018 1.349 -1.764 -1.273 -0.1839
S -0.345 0.242 -3.042 0.553 0.305 -3.132 0.7374
O -1.156 -0.147 -4.195 -0.641 -0.224 2.811 -0.2585
O 0.879 0.768 -3.624 -0.483 -0.253 2.829 -0.2463
O -0.083 -0.950 -1.918 -0.194 2.080 -1.086 -0.1815
C -1.143 -0.815 -0.905 -0.190 -1.668 -0.061 -0.3305
C -2.416 -1.454 -1.637 -1.017 0.523 -0.056 -0.1992
N -2.086 -2.630 -2.437 -0.176 0.479 0.247 0.0400
C -0.772 -1.794 0.245 1.270 -1.119 1.773 -0.1022
C -1.754 -2.295 1.227 2.647 0.016 -0.889 0.0026
C -1.279 -3.237 2.221 -1.269 0.545 -0.535 -0.1250
N -0.023 -3.738 2.355 -0.544 1.781 -1.709 0.0529
C 0.865 -3.245 1.456 0.400 0.485 -1.082 -0.1273
C 0.605 -2.300 0.381 -2.363 -0.198 1.100 0.0150
H -3.410 0.788 2.341 0.728 0.551 -0.062 0.0984
H -2.137 1.890 3.096 -0.423 -0.208 -0.915 0.1036
H -1.640 0.495 2.066 -0.741 0.680 0.215 0.0830
H -3.197 0.355 0.205 0.698 0.572 -0.327 0.1194
H -3.123 1.763 -0.906 0.901 -0.528 0.577 0.1544
H -0.014 1.662 1.090 -0.259 -0.429 -0.882 0.1149
H 0.853 0.380 0.160 -0.653 0.908 0.091 0.1216
H 0.316 3.125 -1.260 0.304 -0.968 0.195 0.1037
H 1.611 1.806 -1.483 -0.845 0.872 0.408 0.1203
H -2.901 -0.676 -2.293 0.584 -0.812 0.514 0.1310
H -3.222 -1.754 -0.907 1.013 0.478 -0.395 0.1099
H -1.356 -3.203 -2.017 -0.304 0.142 -0.158 0.0865
H -1.839 -2.395 -3.396 0.064 0.022 0.433 0.0700
H -2.806 -1.943 1.150 0.922 -0.548 0.408 0.0944
H -2.050 -3.627 2.936 0.885 0.363 -0.626 0.1018
H 1.914 -3.631 1.529 -1.102 0.395 0.027 0.1048
H 1.401 -1.979 -0.328 -0.710 -0.422 0.843 0.1158
C 6.329 5.678 1.270 0.117 0.136 0.270 -0.0717
C 7.067 4.596 0.502 -0.857 0.007 0.275 -0.2662
O 8.456 4.915 0.337 0.582 -0.042 0.123 -0.2627
S 9.426 4.784 1.609 0.060 0.160 -0.648 0.5834
C 10.955 4.969 0.746 0.005 0.000 -0.160 -0.1245
O 9.338 3.451 2.126 -0.170 0.276 0.179 -0.2725
O 9.243 5.929 2.451 -0.027 -0.353 0.116 -0.2801
H 6.684 5.745 2.299 -0.021 -0.022 -0.053 0.0712
H 5.259 5.467 1.300 0.064 -0.037 -0.099 0.0652
H 6.488 6.654 0.809 -0.044 -0.064 -0.040 0.0872
H 6.952 3.621 0.983 0.201 0.030 0.011 0.1156
H 6.641 4.514 -0.498 0.373 -0.001 -0.068 0.1136
H 11.091 4.123 0.076 -0.050 0.030 0.034 0.0740
H 11.751 4.992 1.489 -0.126 -0.023 0.059 0.0760
H 10.937 5.907 0.194 -0.042 -0.039 0.043 0.0739
C 5.970 -2.634 4.234 0.183 0.104 -0.230 -0.0743
C 4.464 -2.455 4.180 0.445 -0.757 0.172 -0.2570
O 4.095 -1.117 3.819 -0.217 0.366 -0.413 -0.2595
S 4.280 -0.660 2.292 -0.170 0.447 0.667 0.5927
C 3.396 0.863 2.402 -0.075 -0.098 0.116 -0.1192
O 3.555 -1.565 1.444 0.367 -0.043 -0.007 -0.2873
O 5.662 -0.364 2.061 -0.214 -0.298 -0.257 -0.2681
H 6.418 -2.521 3.246 -0.032 -0.025 0.047 0.0696
H 6.227 -3.628 4.606 -0.115 0.037 0.054 0.0815
H 6.424 -1.882 4.883 -0.054 -0.069 0.033 0.0864
H 4.005 -3.174 3.496 -0.044 0.167 -0.082 0.1111
H 4.046 -2.639 5.170 -0.180 0.304 -0.103 0.1231
H 2.349 0.653 2.612 0.051 -0.018 0.008 0.0742
H 3.493 1.369 1.443 0.118 -0.150 0.001 0.0550
H 3.837 1.472 3.187 0.007 -0.050 -0.042 0.0854
C -2.969 6.813 -3.841 0.116 0.119 0.265 -0.0761
C -2.226 5.728 -4.598 -0.862 -0.022 0.237 -0.2569
O -0.833 6.034 -4.745 0.548 -0.083 0.161 -0.2589
S 0.118 5.894 -3.459 0.209 0.295 -0.731 0.5917
C 1.661 6.064 -4.297 0.010 -0.034 -0.161 -0.1137
O 0.009 4.560 -2.943 -0.254 0.280 0.167 -0.2781
O -0.067 7.041 -2.620 -0.072 -0.398 0.164 -0.2700
H -2.629 6.879 -2.807 -0.030 -0.025 -0.050 0.0691
H -4.042 6.608 -3.828 0.050 -0.048 -0.112 0.0809
H -2.799 7.789 -4.300 -0.054 -0.067 -0.043 0.0853
H -2.353 4.754 -4.119 0.198 0.027 0.019 0.1148
H -2.637 5.648 -5.605 0.362 -0.006 -0.066 0.1224
H 1.798 5.216 -4.965 -0.048 0.023 0.037 0.0795
H 2.445 6.079 -3.542 -0.131 -0.027 0.056 0.0626
H 1.660 7.002 -4.849 -0.059 -0.038 0.044 0.0768
C -3.278 -7.150 -6.943 0.130 -0.195 0.199 -0.0773
C -3.985 -5.885 -6.493 0.630 -0.053 -0.609 -0.2606
O -4.885 -6.131 -5.403 -0.194 -0.010 0.530 -0.2654
S -4.262 -6.393 -3.946 -0.524 0.049 -0.196 0.5815
C -5.771 -6.299 -3.035 -0.155 0.052 -0.081 -0.1243
O -3.429 -5.284 -3.589 0.133 -0.376 -0.165 -0.2830
O -3.783 -7.743 -3.881 0.182 0.290 0.055 -0.2776
H -2.614 -7.530 -6.166 -0.021 0.042 -0.045 0.0692
H -2.677 -6.958 -7.834 -0.103 0.080 -0.001 0.0810
H -4.002 -7.937 -7.163 0.008 0.077 -0.056 0.0847
H -3.268 -5.105 -6.225 -0.085 -0.039 0.176 0.1157
H -4.589 -5.500 -7.315 -0.234 0.022 0.277 0.1210
H -6.165 -5.287 -3.104 0.047 -0.038 -0.035 0.0729
H -5.545 -6.545 -1.998 0.125 -0.001 -0.082 0.0755
H -6.475 -7.022 -3.442 0.064 0.024 -0.009 0.0739
C -6.203 -3.561 7.588 0.183 0.253 -0.048 -0.0756
C -6.463 -4.541 6.459 0.251 -0.226 0.868 -0.2567
O -6.751 -3.872 5.222 0.162 0.207 -0.556 -0.2629
S -5.543 -3.171 4.436 -0.733 -0.077 -0.116 0.5767
C -6.411 -2.840 2.934 -0.155 -0.083 -0.017 -0.1194
O -4.524 -4.146 4.179 0.085 0.278 0.262 -0.2809
O -5.244 -1.918 5.064 0.304 -0.271 -0.073 -0.2782
H -5.294 -2.985 7.410 -0.032 -0.055 0.018 0.0695
H -6.084 -4.088 8.536 -0.081 -0.068 -0.079 0.0823
H -7.025 -2.848 7.676 -0.012 -0.094 0.026 0.0855
H -5.624 -5.229 6.332 0.003 0.105 -0.176 0.1168
H -7.340 -5.142 6.702 -0.071 0.096 -0.355 0.1222
H -6.676 -3.784 2.461 0.019 0.025 0.054 0.0758
H -5.746 -2.269 2.288 0.058 -0.036 0.114 0.0665
H -7.299 -2.254 3.163 0.056 -0.028 0.031 0.0766
```
Forces are in eV/Å.

Results
orbital gap: 8.809 eV
total energy: -148083.235 eV
charge: 0
max |F|: 3.195 eV/A
spin multiplicity: 1
SMILES: COC[C@]1(CCC(F)=C(F)F)OS(=O)(=O)O[C@@]1(CN)c1ccncc1.CCOS(C)(=O)=O.CCOS(C)(=O)=O.CCOS(C)(=O)=O.CCOS(C)(=O)=O.CCOS(C)(=O)=O

***

# 2
ORCA calculation (wB97M-V/def2-TZVPD) on 9 unconnected molecules or ions with the total composition C29H58BBrFN11O22PS.

Geometry as XYZ:
```
125
Properties=species:S:1:pos:R:3:forces:R:3:lowdin_charge:R:1
C 4.663 -0.610 0.674 -0.624 -1.015 -0.066 -0.1058
C 3.563 -1.719 1.131 -0.051 -0.518 0.764 -0.1390
B 2.775 -2.415 -0.111 2.429 -0.298 -1.467 -0.3994
O 3.622 -3.048 -1.116 -1.872 2.045 1.552 0.0505
C 1.121 -2.479 -0.230 -1.244 1.651 0.403 -0.2199
C 0.844 -3.629 0.849 1.609 -0.356 -0.035 -0.5758
Br -1.044 -3.916 1.384 0.228 0.534 -0.128 0.7539
C 1.485 -5.066 0.530 -0.190 -1.430 1.025 -0.2649
C 2.618 -5.510 1.623 -0.119 0.799 -1.141 -0.0779
C 0.423 -1.082 0.259 -1.207 0.281 0.799 -0.1476
C 1.158 0.310 -0.055 -0.696 1.477 0.045 -0.0699
C 1.738 1.055 1.272 0.014 -0.802 -0.541 -0.1479
O 0.982 2.284 1.571 0.505 -1.078 2.487 -0.1022
C 1.009 2.346 3.016 1.798 2.338 1.475 -0.2566
O 1.641 3.208 3.655 -2.529 -2.924 -2.802 0.0617
C -1.058 -1.042 -0.430 1.863 -1.084 0.127 -0.0644
C -2.289 -0.223 0.126 -0.128 -0.513 0.079 -0.1014
C -2.531 1.229 -0.495 -0.433 1.780 0.654 -0.1620
C -3.228 2.126 0.686 -1.028 -0.388 -1.005 -0.1390
C -4.340 3.063 -0.053 0.435 -2.266 -0.382 -0.2289
O -3.667 3.866 -1.054 -0.386 -0.106 0.319 -0.1002
N -0.944 -1.893 -1.485 -2.380 0.876 2.496 -0.1189
S -2.377 -2.072 -2.445 -3.350 1.907 -7.959 0.8429
O -2.960 -0.739 -2.879 2.021 -3.715 3.445 -0.2587
O -2.129 -2.828 -3.736 -0.063 0.888 5.568 -0.2569
F -3.537 -2.800 -1.475 2.794 1.017 -1.303 -0.1797
C 0.448 -2.498 -1.676 0.750 -2.271 -1.520 -0.3317
P 1.058 -1.335 -3.064 2.946 0.714 -1.576 0.8099
N 2.625 -1.170 -3.234 -1.211 0.185 -0.204 -0.2635
C 0.514 -3.943 -2.439 -1.507 -1.476 0.692 -0.2344
C -0.586 -4.943 -2.045 2.398 -2.277 -3.238 -0.0186
C -0.526 -6.341 -2.774 3.739 4.558 -0.775 0.0207
C 0.679 -6.413 -3.769 -0.604 0.819 1.280 -0.0234
C 1.715 -5.304 -4.005 -3.084 -0.330 2.053 -0.0628
N 1.609 -4.067 -3.322 -3.033 -3.055 0.522 0.0501
H 4.313 -0.197 -0.336 0.999 -0.300 1.588 0.0455
H 5.662 -1.179 0.570 -1.601 1.350 -0.031 0.0998
H 4.748 0.206 1.467 0.046 -1.120 -1.190 0.0862
H 2.846 -1.352 1.947 1.048 -0.329 -1.035 0.0867
H 4.176 -2.573 1.623 -1.145 1.189 -0.671 0.1240
H 4.191 -2.323 -1.482 -0.325 -0.924 0.297 0.1039
H 1.380 -3.268 1.813 -1.180 -0.371 -1.536 0.1113
H 0.649 -5.857 0.639 1.281 1.402 -0.436 0.0889
H 1.939 -5.199 -0.503 -0.686 0.568 1.220 0.1105
H 3.606 -5.048 1.239 -1.379 -0.993 0.902 0.0842
H 2.396 -5.110 2.671 0.210 -0.709 -1.456 0.0875
H 2.650 -6.653 1.606 0.222 1.715 0.184 0.0885
H 0.152 -1.104 1.370 0.577 -0.021 -1.346 0.1510
H 1.926 0.275 -0.909 -0.898 -0.264 1.393 0.1159
H 0.333 1.032 -0.433 1.420 -1.024 0.558 0.1118
H 1.582 0.362 2.175 0.621 0.784 -1.357 0.1111
H 2.835 1.365 1.145 -1.622 -0.716 0.233 0.1352
H 0.452 1.519 3.605 0.568 0.976 -1.369 0.1711
H -3.279 -0.812 0.013 1.772 0.723 -0.057 0.1321
H -2.156 -0.101 1.269 0.243 -0.352 -1.937 0.1140
H -3.267 1.272 -1.371 1.271 -0.782 1.186 0.1021
H -1.602 1.806 -0.812 -0.991 -1.142 0.344 0.1147
H -2.478 2.762 1.260 -1.010 -1.074 -0.646 0.1101
H -3.781 1.355 1.352 0.886 1.565 -0.658 0.1006
H -4.953 3.670 0.699 1.128 -0.517 -1.298 0.1224
H -5.027 2.321 -0.636 0.901 1.412 1.469 0.0947
H -3.562 3.372 -1.896 -0.372 0.334 1.015 0.0886
H 0.448 -0.045 -2.791 -0.250 -1.041 0.211 0.0350
H 0.485 -1.814 -4.304 -0.502 0.228 1.219 0.0527
H 2.906 -1.470 -4.184 -0.041 0.082 0.988 0.0071
H -1.443 -4.752 -1.318 1.573 0.002 -1.040 0.0611
H -1.266 -7.182 -2.594 1.193 1.284 -0.361 0.1055
H 0.815 -7.394 -4.350 -0.210 1.713 0.958 0.0990
H 2.576 -5.443 -4.754 -1.554 0.287 1.422 0.1251
C 6.809 2.232 -2.632 0.377 -0.017 -0.398 0.0249
N 6.245 1.118 -1.830 0.098 0.247 0.024 -0.4087
O 5.130 0.708 -2.142 0.644 -0.010 0.281 0.0100
O 6.936 0.691 -0.916 -0.673 0.050 -0.579 0.0588
H 6.092 2.508 -3.403 0.038 -0.096 0.166 0.1033
H 6.986 3.062 -1.958 0.140 -0.305 -0.204 0.0726
H 7.741 1.878 -3.080 -0.404 0.058 0.268 0.0610
C 4.066 5.249 0.195 -0.222 0.232 0.120 0.0546
N 4.913 4.776 -0.932 -0.011 0.180 -0.293 -0.4148
O 4.879 5.418 -1.967 0.177 -0.515 0.475 0.0896
O 5.584 3.773 -0.736 -0.675 0.745 0.312 0.0322
H 3.530 6.142 -0.120 0.136 -0.152 -0.051 0.0994
H 3.370 4.448 0.442 0.165 0.030 0.066 0.0920
H 4.727 5.471 1.032 -0.071 -0.169 -0.060 0.1064
C -1.373 3.959 5.335 0.204 0.136 0.183 0.0488
N -2.704 4.060 4.680 -0.334 0.350 0.131 -0.4378
O -3.423 4.983 5.015 0.257 -0.626 -0.359 0.0854
O -2.980 3.205 3.849 0.056 0.297 0.252 0.0262
H -1.267 4.779 6.043 -0.111 -0.103 -0.142 0.1027
H -1.331 2.999 5.847 0.018 0.048 -0.157 0.1054
H -0.616 4.025 4.554 -0.093 -0.088 0.116 0.0755
C 9.675 0.851 -6.624 0.098 -0.060 -0.337 0.0488
N 8.789 1.526 -5.640 -0.251 0.213 -0.090 -0.4234
O 7.915 2.254 -6.078 0.384 -0.342 0.458 0.0805
O 9.003 1.299 -4.458 0.164 0.010 -0.758 0.0412
H 9.371 1.142 -7.627 -0.036 0.025 0.212 0.0978
H 10.696 1.173 -6.421 -0.110 -0.132 0.088 0.1047
H 9.564 -0.224 -6.483 0.106 0.130 0.103 0.1032
C -5.298 -0.898 2.872 -0.340 0.011 0.009 0.0540
N -4.082 -1.333 3.609 0.052 -0.265 0.347 -0.4184
O -4.234 -2.145 4.507 0.446 0.614 -0.636 0.0819
O -3.016 -0.839 3.258 -0.484 -0.423 0.325 0.0199
H -6.163 -1.411 3.287 0.204 0.030 -0.006 0.1031
H -5.391 0.181 3.000 0.101 -0.086 -0.096 0.1038
H -5.158 -1.161 1.824 0.038 0.119 0.090 0.0940
C -8.027 3.163 -3.264 -0.273 0.202 -0.131 0.0546
N -7.360 2.542 -2.090 -0.124 0.037 0.214 -0.4243
O -7.915 2.646 -1.009 0.507 -0.181 -0.401 0.0660
O -6.300 1.971 -2.295 -0.516 0.089 0.049 0.0329
H -8.953 3.632 -2.935 0.170 -0.114 0.056 0.1007
H -7.344 3.905 -3.676 -0.001 -0.185 -0.016 0.1064
H -8.231 2.371 -3.984 0.159 0.093 0.042 0.1056
C -7.779 5.081 1.428 0.081 -0.357 -0.030 0.0242
N -8.741 6.108 1.906 -0.313 0.252 0.176 -0.4471
O -9.803 5.714 2.359 0.475 0.286 -0.200 0.0664
O -8.394 7.273 1.810 -0.213 -0.571 0.051 0.0643
H -8.217 4.095 1.574 -0.024 0.200 -0.019 0.0898
H -7.596 5.269 0.371 0.066 0.060 0.156 0.0938
H -6.866 5.188 2.013 -0.060 0.119 -0.132 0.0963
C -1.733 -3.805 6.051 -0.329 0.055 0.061 0.0314
N -0.647 -4.808 6.203 0.097 -0.349 0.166 -0.4470
O -0.926 -5.859 6.754 0.322 0.504 -0.338 0.0748
O 0.451 -4.502 5.762 -0.427 -0.191 0.145 0.0416
H -2.646 -4.208 6.485 0.192 -0.011 -0.053 0.0983
H -1.423 -2.902 6.575 0.035 -0.066 -0.176 0.1039
H -1.862 -3.620 4.986 0.104 0.093 0.118 0.0731
```
Forces are in eV/Å.

Results
orbital gap: 6.164 eV
total energy: -185970.798 eV
charge: +1
max |F|: 8.843 eV/A
spin multiplicity: 1

***

Among the records above, which one has the highest charge? C29H58BBrFN11O22PS

***

Among the records above, which one has the lowest charge? C29H57F3N2O20S6

***

Among the records above, which one has the highest charge? C29H58BBrFN11O22PS

***

Among the records above, which one has the lowest max |F|? C29H57F3N2O20S6